Below is a 14-piece molecular cluster, C39H72NO30 overall, with properties calculated with ωB97M-V/def2-TZVPD.

Element x y z (Å)
C1 1.15056 0.47198 -1.93203
C2 -0.14344 -0.40474 -1.67648
C3 0.19168 -1.58291 -0.73899
C4 0.39596 -1.25898 0.74195
C5 -0.82459 -0.42866 1.32164
C6 -1.24136 0.86530 0.49641
N1 -1.24264 0.48596 -0.98164
O1 -2.27280 0.85805 -1.93712
C7 -0.21780 2.08375 0.64548
C8 -2.65926 1.27340 0.94947
C9 -0.64215 -0.99134 -3.04332
H1 0.83445 1.49625 -2.12963
H2 1.82885 0.04324 -2.66973
H3 1.78175 0.53731 -1.04579
H4 1.13032 -2.07471 -0.99431
H5 -0.48511 -2.42132 -0.90374
H6 1.24703 -0.61294 0.95739
H7 0.55350 -2.11815 1.39397
H8 -0.57134 -0.16358 2.34814
H9 -1.77125 -0.95809 1.42948
H10 -0.40256 2.92832 -0.01835
H11 0.76906 1.64967 0.48496
H12 -0.15605 2.51516 1.64456
H13 -3.31544 0.42890 0.73887
H14 -3.03363 2.06199 0.29673
H15 -2.68449 1.46805 2.02166
H16 -1.61886 -1.42923 -2.83739
H17 0.01728 -1.59361 -3.66822
H18 -1.06470 -0.24111 -3.71169
C10 4.28141 -1.28882 2.48361
C11 3.88519 -2.48178 1.65155
O2 3.80365 -3.56648 2.60378
C12 4.55858 -3.19187 3.67814
O3 4.82489 -3.95393 4.62776
O4 4.77689 -1.82712 3.64606
H19 3.42284 -0.67185 2.74874
H20 5.01582 -0.63621 2.01155
H21 4.64029 -2.67268 0.88900
H22 2.94424 -2.30665 1.12997
C13 3.72321 -5.84031 -0.72421
C14 2.52883 -5.98208 -1.72378
O5 1.46092 -5.73176 -0.86458
C15 1.89949 -5.12869 0.28872
O6 1.15698 -4.69648 1.14441
O7 3.25431 -5.03962 0.32711
H23 4.46477 -5.16241 -1.14689
H24 4.22159 -6.79742 -0.57036
H25 2.49769 -6.99621 -2.12212
H26 2.47358 -5.15013 -2.42586
C16 4.08938 -0.16247 -7.59199
C17 3.70631 1.28418 -7.21029
O8 2.50280 1.22222 -6.56512
C18 2.21543 -0.02409 -6.26094
O9 1.26522 -0.47773 -5.63538
O10 3.19190 -0.80663 -6.74165
H27 5.14477 -0.34678 -7.39126
H28 3.83954 -0.49295 -8.60018
H29 3.61039 1.89504 -8.10793
H30 4.39424 1.84310 -6.57589
C19 -3.84397 4.56591 3.39538
C20 -4.29707 3.65516 4.51488
O11 -5.33704 2.96512 3.91663
C21 -5.17553 2.97949 2.59692
O12 -5.72694 2.24252 1.79950
O13 -4.21507 3.83596 2.27076
H31 -2.77394 4.77238 3.41827
H32 -4.28897 5.55936 3.45155
H33 -4.64515 4.20911 5.38670
H34 -3.47769 3.02978 4.86929
C22 -6.37651 -1.29901 -1.65294
C23 -6.11206 -2.73645 -2.14494
O14 -4.74983 -2.97685 -1.81634
C24 -4.25684 -1.99159 -1.04965
O15 -3.10675 -1.93365 -0.52989
O16 -5.20369 -1.00377 -0.92011
H35 -7.29031 -1.30299 -1.05878
H36 -6.55386 -0.75666 -2.58165
H37 -6.21819 -2.82661 -3.22601
H38 -6.83210 -3.47844 -1.79983
C25 5.56415 3.24967 -1.10871
C26 6.28185 2.17232 -0.24646
O17 5.31004 1.49056 0.44181
C27 4.14670 2.13362 0.37087
O18 3.11809 1.76356 1.01543
O19 4.30195 3.19141 -0.51686
H39 5.37356 2.93639 -2.13518
H40 6.02412 4.20328 -0.84953
H41 7.01533 2.68458 0.37619
H42 6.90211 1.55662 -0.89784
C28 -6.28047 -1.16767 2.62656
C29 -6.48794 -1.91233 3.90943
O20 -5.18347 -2.28273 4.30333
C30 -4.26646 -1.83689 3.46967
O21 -3.04836 -2.04302 3.59251
O22 -4.82524 -1.00003 2.60044
H43 -6.77917 -0.21367 2.45541
H44 -6.45537 -1.75310 1.72391
H45 -7.10558 -2.79357 3.73617
H46 -6.90345 -1.35520 4.74911
C31 -2.43541 -4.89744 1.82014
C32 -1.96270 -5.29139 0.38490
O23 -3.10450 -5.99398 -0.12977
C33 -3.96063 -6.39607 0.88415
O24 -4.90113 -7.17512 0.78271
O25 -3.53097 -5.77398 2.02669
H47 -2.77297 -3.86104 1.81504
H48 -1.81113 -5.06862 2.69711
H49 -1.06301 -5.90665 0.37418
H50 -1.63057 -4.39843 -0.14464
O26 -2.25434 4.13041 -1.22776
H51 -1.78871 4.45051 -0.45513
H52 -1.58680 4.09548 -1.91290
O27 -0.19183 3.68457 -2.86740
H53 -0.30296 3.95889 -3.77769
H54 0.60194 4.13359 -2.57664
C34 -0.03050 4.48309 3.83197
C35 -0.57251 4.06030 5.26973
O28 -0.97052 2.68978 5.01036
H55 0.99988 4.15952 3.68460
H56 -0.07734 5.57059 3.77503
H57 -0.69442 4.03789 3.09095
H58 -1.44036 4.67654 5.50462
H59 0.25260 4.16035 5.97490
H60 -0.26934 2.04845 5.14698
C36 1.63256 5.30283 0.60922
C37 0.55839 6.22385 0.17878
O29 -0.70308 5.84656 0.55715
H61 1.59031 5.49165 1.68191
H62 2.58515 5.68819 0.24567
H63 1.40329 4.28479 0.29435
H64 0.68179 6.10653 -0.89784
H65 0.81599 7.23548 0.49243
H66 -1.30997 6.54467 0.30038
C38 4.88363 -0.74010 -3.40016
C39 4.31401 -1.96663 -2.61688
O30 4.77743 -1.85104 -1.29200
H67 5.93778 -0.83588 -3.66035
H68 4.74302 0.17449 -2.82409
H69 4.39072 -0.47705 -4.33607
H70 4.67152 -2.87943 -3.09344
H71 3.22979 -1.96944 -2.50487
H72 5.72688 -1.98869 -1.32658

Kohn-Sham gap (spin up / spin down), eV: 6.3 / 2.0
Spin multiplicity: 2
Lowest unoccupied orbital energy (spin up / spin down), eV: -7.2 / -11.5
Total charge: +2
HOMO (spin up / spin down), eV: -13.50 / -13.50
Electronic energy, eV: -104500.397
M, g mol⁻¹: 1034.98